(1)
ORCA calculation (ωB97M-V/def2-TZVPD) on C27H49F2NO2PbSi2 as an isolated structure at a distorted geometry.

Each line ends with the Löwdin charge.
CARTESIAN COORDINATES (ANGSTROEM)
O -0.456 -2.740 -2.720  -0.1574
O 1.045 -4.395 -2.247  -0.0986
C -1.731 -3.427 -2.676  -0.2238
C -2.928 -2.606 -3.193  -0.0364
H -1.955 -3.746 -1.662  0.1173
H -1.678 -4.377 -3.205  0.1086
H -3.049 -1.684 -2.627  0.0754
H -3.854 -3.173 -3.090  0.0851
H -2.824 -2.346 -4.246  0.0735
C -0.012 -2.568 -4.093  -0.1867
C -0.066 -3.761 -5.081  -0.0506
H 1.013 -2.212 -4.045  0.1123
H -0.593 -1.780 -4.559  0.1113
H 0.400 -4.654 -4.667  0.0525
H 0.466 -3.519 -6.001  0.0913
H -1.087 -4.018 -5.359  0.0763
C 2.426 -4.026 -2.248  -0.1633
C 0.596 -5.610 -1.655  -0.1625
C 3.126 -4.440 -3.545  -0.0417
H 2.942 -4.435 -1.379  0.1353
H 2.498 -2.944 -2.174  0.1137
H 3.085 -5.513 -3.713  0.0667
H 4.176 -4.153 -3.518  0.0905
H 2.677 -3.953 -4.408  0.0672
C 1.013 -6.837 -2.466  -0.0414
H -0.490 -5.592 -1.585  0.1241
H 0.971 -5.699 -0.639  0.1302
H 0.740 -6.727 -3.515  0.0796
H 0.526 -7.733 -2.085  0.0901
H 2.087 -7.002 -2.404  0.0761
H 0.384 -3.601 -2.183  0.0417
Pb 0.000 0.000 0.000  1.1726
C -0.149 -1.983 0.484  -0.3947
Si -0.045 -2.941 2.139  0.4323
H -1.129 -1.616 0.204  -0.0440
H 0.767 -1.832 -0.076  -0.0824
C -1.263 -4.365 2.045  -0.2037
C -0.554 -2.072 3.718  -0.1827
C 1.678 -3.599 2.461  -0.1852
C -0.634 0.633 -1.921  -0.3844
Si 0.692 1.457 -3.003  0.4040
H -0.945 1.443 -1.278  -0.0432
H -1.523 0.462 -2.524  -0.0009
C 0.274 1.271 -4.819  -0.1913
C 2.366 0.701 -2.687  -0.2076
C 0.742 3.294 -2.670  -0.1824
H 2.140 -3.989 1.558  0.0023
H 1.660 -4.398 3.199  0.0306
H 2.324 -2.812 2.845  0.0306
H -2.227 -4.030 1.665  0.0237
H -1.430 -4.799 3.030  0.0234
H -0.915 -5.169 1.404  0.0009
H -1.432 -1.445 3.600  0.0265
H 0.260 -1.469 4.111  0.0284
H -0.788 -2.803 4.490  0.0262
H 2.700 0.098 -3.530  0.0143
H 2.342 0.054 -1.814  -0.0446
H 3.120 1.467 -2.511  0.0328
H 1.485 3.782 -3.299  0.0297
H 1.002 3.505 -1.638  0.0276
H -0.221 3.758 -2.877  0.0332
H 0.839 1.983 -5.418  0.0295
H -0.784 1.455 -5.001  0.0278
H 0.515 0.279 -5.197  0.0025
F 4.813 2.046 1.819  0.0376
C 3.458 2.051 1.886  -0.2731
C 2.716 1.197 1.068  -0.0664
C 1.326 1.215 1.152  -0.2411
C 0.645 2.061 2.044  -0.1321
C 1.408 2.923 2.865  -0.2064
F 0.839 3.770 3.754  0.0540
C 2.807 2.911 2.778  0.0548
C -0.855 1.943 2.038  -0.2296
C -1.727 2.701 2.844  -0.0238
C -3.108 2.498 2.744  -0.1273
C -3.616 1.550 1.856  -0.1137
C -2.734 0.812 1.072  -0.1628
N -1.396 1.025 1.183  -0.1385
H 3.215 0.529 0.380  0.0775
H 3.389 3.569 3.410  0.1214
H -1.382 3.444 3.540  0.0951
H -3.785 3.080 3.355  0.0849
H -4.684 1.394 1.773  0.0890
H -3.113 0.080 0.371  0.0923

Forces on atoms 1 to 2 (eV/Å):
O -1.3 -0.2 -0.9
O 0.9 -1.3 0.3

frontier orbital gap (alpha / beta) = 0.1387 / 0.1049 Eh
LUMO energy (alpha / beta) = -0.0054 / -0.0041 Ha

***

(2)
ORCA calculation (ωB97M-V/def2-TZVPD) on a 3-piece molecular cluster, C27H49FN3O5S overall at a distorted geometry.

Each line ends with the Mulliken spin population.
CARTESIAN COORDINATES (ANGSTROEM)
C 7.058 -3.341 1.267  0.0000
C 5.624 -3.047 0.771  0.0000
S 5.696 -1.644 -0.384  0.0000
C 4.760 -2.786 2.014  0.0000
O 4.313 -1.734 2.371  0.0002
N 4.532 -4.023 2.594  0.0000
C 4.713 -5.098 1.592  0.0000
C 3.654 -6.217 1.620  0.0000
O 3.166 -6.435 2.738  0.0000
O 3.527 -6.842 0.557  0.0000
C 4.975 -4.338 0.259  0.0000
C 3.850 -4.197 -0.764  0.0000
C 2.687 -3.269 -0.396  0.0001
C 1.800 -3.690 0.755  -0.0083
F 0.888 -4.667 0.336  0.0000
H 7.079 -3.649 2.309  0.0000
H 7.512 -4.132 0.671  0.0000
H 7.683 -2.456 1.184  0.0000
H 6.724 -2.084 -1.112  0.0000
H 4.982 -4.170 3.481  0.0000
H 5.636 -5.637 1.836  0.0000
H 5.750 -4.908 -0.260  0.0000
H 4.315 -3.766 -1.655  0.0000
H 3.477 -5.173 -1.053  0.0000
H 3.027 -2.245 -0.241  0.0006
H 2.020 -3.224 -1.263  -0.0003
H 1.210 -2.822 1.068  0.0105
H 2.331 -4.048 1.634  -0.0001
C -2.184 2.495 2.850  0.0188
C -2.186 1.092 2.194  0.0288
C -3.380 0.277 2.693  0.0282
C -3.226 -0.231 4.127  -0.0210
C -1.904 -0.979 4.297  0.0252
C -0.692 -0.159 3.857  0.0296
N -0.905 0.373 2.476  0.3849
O -0.671 -0.532 1.585  0.5482
C -0.438 0.983 4.857  0.0105
C 0.558 -1.028 3.876  -0.0394
C -2.315 1.309 0.693  -0.0249
H -1.168 2.866 2.982  -0.0148
H -2.705 3.209 2.212  0.0004
H -2.684 2.514 3.819  0.0009
H -3.521 -0.585 2.032  0.0017
H -4.281 0.889 2.604  -0.0017
H -3.291 0.599 4.837  -0.0007
H -4.056 -0.899 4.365  0.0015
H -1.769 -1.276 5.339  -0.0010
H -1.941 -1.903 3.713  0.0057
H 0.364 1.631 4.503  -0.0083
H -0.129 0.560 5.813  0.0002
H -1.312 1.599 5.057  0.0024
H 0.447 -1.932 3.282  0.0063
H 0.772 -1.336 4.899  -0.0005
H 1.426 -0.485 3.501  0.0063
H -1.451 1.845 0.298  0.0035
H -3.205 1.901 0.483  0.0065
H -2.410 0.371 0.151  0.0062
C -0.937 2.206 -4.769  0.0180
C -2.228 2.059 -3.927  0.0126
C -3.455 2.010 -4.839  0.0271
C -3.829 3.361 -5.447  -0.0181
C -3.962 4.425 -4.358  0.0270
C -2.722 4.530 -3.471  0.0102
N -2.352 3.181 -2.945  0.3698
O -3.100 2.849 -1.946  0.5615
C -1.560 5.158 -4.259  0.0171
C -2.999 5.463 -2.300  -0.0059
C -2.114 0.743 -3.165  -0.0224
H -0.178 2.772 -4.230  -0.0115
H -0.511 1.227 -4.980  0.0010
H -1.107 2.690 -5.731  0.0011
H -4.310 1.639 -4.264  0.0030
H -3.271 1.280 -5.629  0.0001
H -3.088 3.666 -6.191  -0.0007
H -4.775 3.268 -5.982  0.0015
H -4.159 5.401 -4.806  0.0004
H -4.829 4.186 -3.735  0.0021
H -0.644 5.148 -3.667  -0.0079
H -1.800 6.196 -4.489  0.0001
H -1.357 4.668 -5.208  0.0011
H -3.877 5.161 -1.734  0.0001
H -3.174 6.470 -2.680  0.0004
H -2.148 5.498 -1.618  -0.0008
H -1.278 0.764 -2.465  0.0032
H -1.947 -0.063 -3.879  -0.0003
H -3.019 0.513 -2.607  0.0045

Forces on atoms 1 to 2 (eV/Å):
C 0.1 0.1 0.0
C 0.2 0.0 -0.1

net charge = -1
frontier orbital gap (alpha / beta) = 0.2400 / 0.2308 Eh
multiplicity = 3
LUMO energy (alpha / beta) = 0.0725 / 0.0633 Ha

***

(3)
ORCA calculation (ωB97M-V/def2-TZVPD) on C27H49FeNP2 as an isolated structure at a distorted geometry.

Each line ends with the Mulliken spin population.
CARTESIAN COORDINATES (ANGSTROEM)
P 0.675 -2.939 -0.264  -0.0288
P 0.237 1.865 0.011  -0.0441
C 0.547 -1.231 -1.099  -0.1271
C 0.837 0.325 -0.944  0.1083
H -0.020 -1.557 -1.942  0.0556
H 1.494 -1.413 -1.597  -0.0017
H 1.944 0.412 -0.898  0.0229
H 0.727 0.645 -2.002  -0.0921
C -1.041 2.780 -1.109  0.0313
H -1.533 3.535 -0.473  -0.0002
H -1.905 2.192 -1.505  0.0190
H -0.619 3.366 -1.954  0.0061
C 1.715 2.839 -0.336  0.0004
H 1.519 3.744 -0.928  0.0009
H 2.558 2.296 -0.812  -0.0001
H 2.076 3.149 0.650  0.0009
C -0.617 -4.197 -0.627  0.0184
H -0.653 -4.899 0.220  0.0024
H -0.407 -4.770 -1.548  0.0020
H -1.629 -3.767 -0.735  -0.0004
C 2.408 -3.527 -0.572  0.0084
H 2.976 -2.583 -0.621  -0.0053
H 2.377 -4.061 -1.545  0.0016
H 2.634 -4.136 0.313  -0.0016
Fe -1.328 -0.113 -1.851  3.2957
C 0.473 0.819 -4.084  0.5531
C -0.836 0.662 -3.732  -0.1350
C -1.791 -0.010 -4.697  0.1379
C -1.412 -1.434 -4.972  -0.0359
C -0.563 -2.127 -3.924  -0.0234
C 0.772 -2.170 -4.026  0.1015
C 1.582 -1.364 -4.979  0.0420
C 1.126 0.100 -5.196  0.0539
C 0.427 -2.459 1.502  -0.0040
H 1.099 1.593 -3.645  -0.0092
H -1.374 1.366 -3.075  -0.0692
H -1.852 0.475 -5.689  -0.0098
H -2.829 0.037 -4.344  0.0725
H -2.302 -2.079 -5.140  -0.0339
H -0.910 -1.503 -5.963  0.0038
H -1.083 -2.799 -3.230  -0.0010
H 1.355 -2.974 -3.581  0.0011
H 1.679 -1.771 -6.020  0.0030
H 2.646 -1.322 -4.691  -0.0101
H 2.001 0.741 -5.456  -0.0005
H 0.530 0.181 -6.127  0.0121
H 0.716 -1.432 1.814  0.0034
H 1.149 -3.042 2.104  0.0008
H -0.597 -2.721 1.872  0.0011
C 2.174 0.414 5.987  -0.0012
C 1.520 1.024 4.781  0.0011
C 1.558 2.420 4.644  -0.0006
C 0.915 3.067 3.591  0.0030
C 0.939 4.565 3.497  -0.0009
C 0.170 2.309 2.690  -0.0054
C 0.096 0.885 2.779  0.0253
C 0.777 0.276 3.861  -0.0069
N -0.755 0.180 1.937  0.0281
C -2.127 0.019 2.402  -0.0081
C -2.203 -0.637 3.775  0.0070
C -2.820 1.384 2.483  -0.0001
C -2.841 -0.839 1.338  -0.0944
H 3.240 0.683 6.015  0.0002
H 1.699 0.785 6.914  0.0002
H 2.073 -0.678 5.936  -0.0003
H 2.128 3.024 5.357  0.0002
H 0.443 4.994 4.378  0.0001
H 1.976 4.919 3.467  0.0001
H 0.410 4.893 2.586  -0.0001
H -0.415 2.818 1.890  -0.0011
H 0.764 -0.818 3.977  -0.0006
H -1.642 -1.561 3.806  -0.0010
H -1.790 0.011 4.540  0.0011
H -3.230 -0.854 4.030  -0.0015
H -2.741 1.928 1.527  0.0022
H -3.886 1.238 2.715  -0.0003
H -2.362 2.006 3.269  0.0001
H -2.687 -0.433 0.284  0.1436
H -2.447 -1.875 1.383  -0.0097
H -3.914 -0.871 1.607  -0.0068

Forces on atoms 1 to 2 (eV/Å):
P -0.9 3.1 2.6
P -1.3 -1.2 -0.7

frontier orbital gap (alpha / beta) = 0.1696 / 0.1789 Eh
multiplicity = 5
LUMO energy (alpha / beta) = -0.0023 / -0.0045 Ha

***

no.,E (eV)
1,-60807.0889
2,-57053.2877
3,-83236.3692